No. 1
{
  "formula": "C39H28ClMnN10O2P",
  "method": "ωB97M-V with the def2-TZVPD basis set",
  "species": ["Mn", "C", "C", "N", "C", "C", "N", "C", "C", "C", "C", "C", "N", "C", "C", "N", "C", "C", "N", "C", "C", "C", "N", "C", "C", "H", "H", "H", "H", "H", "H", "H", "H", "H", "H", "H", "H", "O", "C", "O", "C", "P", "C", "C", "C", "C", "C", "C", "C", "C", "C", "C", "C", "C", "H", "H", "H", "H", "H", "H", "H", "H", "H", "H", "H", "H", "Cl", "C", "C", "C", "C", "N", "C", "H", "H", "H", "H", "N", "C", "N", "C", "N"],
  "xyz": [[-1.0187, 0.4953, 0.6422], [-1.0500, -3.4794, 2.4473], [-1.0340, -2.0958, 2.3341], [-0.8072, -1.5132, 1.1635], [-0.5977, -2.3112, 0.0978], [-0.6552, -3.6911, 0.2310], [-0.8790, -4.2779, 1.3999], [-0.2581, -1.5949, -1.1480], [0.2020, -2.1639, -2.3251], [0.5555, -1.3341, -3.3848], [0.4453, 0.0462, -3.2185], [-0.0220, 0.5500, -2.0178], [-0.3617, -0.2719, -1.0197], [-0.1773, 1.9808, -1.6721], [0.0601, 3.0352, -2.5367], [-0.0710, 4.3031, -2.1568], [-0.4589, 4.5179, -0.9087], [-0.7189, 3.4762, -0.0235], [-0.5622, 2.2211, -0.4061], [1.0548, -1.9042, -4.6570], [2.0345, -1.2588, -5.4027], [2.4713, -1.8383, -6.5838], [2.0034, -2.9891, -7.0581], [1.0631, -3.6008, -6.3436], [0.5613, -3.1069, -5.1494], [-1.2264, -3.9485, 3.4067], [-1.2271, -1.4451, 3.1751], [-0.5278, -4.3405, -0.6265], [0.3210, -3.2350, -2.4074], [0.6970, 0.7111, -4.0324], [0.3567, 2.8658, -3.5643], [-0.5694, 5.5467, -0.5904], [-1.0588, 3.6330, 0.9928], [2.4804, -0.3325, -5.0638], [3.2398, -1.3531, -7.1748], [0.6848, -4.5331, -6.7470], [-0.2260, -3.6434, -4.6359], [-1.0750, 2.2644, 4.4220], [-0.6885, 1.7233, 3.4004], [-1.3820, 1.5367, 2.3364], [0.7635, 1.1959, 3.3729], [1.2859, 0.7754, 1.6791], [2.6515, -0.4099, 1.9385], [3.7470, -0.0551, 2.7280], [4.7811, -0.9507, 2.9384], [4.7384, -2.2141, 2.3584], [3.6598, -2.5739, 1.5682], [2.6219, -1.6730, 1.3598], [2.1999, 2.2380, 1.0902], [2.9949, 2.1063, -0.0496], [3.6532, 3.2032, -0.5802], [3.5227, 4.4501, 0.0199], [2.7304, 4.5909, 1.1481], [2.0668, 3.4913, 1.6795], [0.8074, 0.2822, 3.9713], [1.4178, 1.9166, 3.8626], [3.7921, 0.9311, 3.1755], [5.6241, -0.6642, 3.5536], [5.5488, -2.9124, 2.5216], [3.6212, -3.5546, 1.1115], [1.7880, -1.9625, 0.7333], [3.1097, 1.1327, -0.5161], [4.2721, 3.0870, -1.4609], [4.0393, 5.3071, -0.3920], [2.6240, 5.5592, 1.6202], [1.4388, 3.6240, 2.5526], [-6.3770, -3.0931, 0.9940], [-5.5599, -1.7948, 1.7970], [-6.2462, -0.9306, 2.6314], [-5.5286, 0.0844, 3.2379], [-4.1712, 0.2074, 2.9742], [-3.5253, -0.6144, 2.1507], [-4.2079, -1.6021, 1.5816], [-7.3103, -1.0432, 2.7788], [-6.0194, 0.7911, 3.8925], [-3.5766, 1.0056, 3.4042], [-3.6721, -2.2529, 0.8956], [-2.7795, 0.6381, -0.3464], [-3.8539, 0.7645, -0.7812], [-4.9736, 0.9003, -1.3912], [-6.1177, 0.7506, -0.7443], [-7.1593, 0.6245, -0.2532]],
  "mulliken_spin": [1.00, 0.00, 0.00, -0.02, -0.01, 0.01, -0.01, 0.00, 0.00, -0.01, 0.00, -0.01, -0.02, 0.03, 0.00, 0.00, 0.00, 0.00, 0.00, 0.00, 0.00, 0.00, 0.00, 0.00, 0.00, 0.00, 0.00, 0.00, 0.00, 0.00, 0.00, 0.00, 0.00, 0.00, 0.00, 0.00, 0.00, 0.00, 0.00, 0.01, 0.00, -0.01, 0.00, 0.00, 0.00, 0.00, 0.00, -0.01, 0.00, 0.00, 0.00, 0.00, 0.00, 0.00, 0.00, 0.00, 0.00, 0.00, 0.00, 0.00, 0.01, 0.00, 0.00, 0.00, 0.00, 0.00, 0.00, 0.00, 0.00, 0.00, 0.00, 0.01, 0.01, 0.00, 0.00, 0.00, 0.00, 0.03, 0.00, 0.00, 0.00, 0.00],
  "energy_ev": -113026.1139,
  "orbital_gap_ha": [0.2308, 0.2224],
  "multiplicity": 2,
  "homo_energy_ev": [-7.75, -7.50],
  "mol_weight_da": 790.086,
  "lumo_ev": [-1.5, -1.5]
}

No. 2
{
  "formula": "C39H28I2N6NaO5PSe2",
  "method": "ωB97M-V with the def2-TZVPD basis set",
  "species": ["Na", "I", "C", "C", "C", "I", "C", "C", "C", "C", "N", "C", "C", "O", "H", "H", "H", "H", "C", "C", "N", "C", "C", "N", "C", "O", "O", "C", "O", "O", "H", "H", "H", "H", "H", "Se", "P", "Se", "C", "C", "C", "C", "C", "C", "C", "C", "C", "C", "C", "C", "H", "H", "H", "H", "H", "H", "H", "H", "H", "H", "N", "C", "C", "C", "C", "C", "C", "N", "C", "C", "C", "C", "N", "C", "C", "H", "H", "H", "H", "H", "H", "H", "H", "H"],
  "xyz": [[-1.1512, -0.7966, -1.7657], [-4.2889, -3.5407, -4.4613], [-3.0078, -4.2601, -2.9452], [-2.8127, -5.6099, -2.7781], [-1.9434, -6.0430, -1.8019], [-1.6656, -8.1536, -1.5947], [-1.2761, -5.1483, -0.9583], [-0.3810, -5.5091, 0.0670], [0.1666, -4.5473, 0.8728], [-0.1669, -3.2070, 0.6363], [-0.9440, -2.8335, -0.3449], [-1.5062, -3.7468, -1.1353], [-2.3767, -3.2490, -2.1905], [-2.5635, -2.0352, -2.4052], [-3.3363, -6.3166, -3.4081], [-0.1351, -6.5529, 0.2166], [0.8491, -4.8108, 1.6702], [0.2129, -2.4199, 1.2729], [-2.7979, 2.9135, -0.9661], [-1.9892, 2.5283, -2.1453], [-1.3621, 1.3974, -2.2987], [-0.7371, 1.4480, -3.5119], [-0.9953, 2.6716, -4.1056], [-1.7851, 3.3378, -3.2153], [-0.6100, 3.3499, -5.4025], [0.0904, 2.6641, -6.1969], [-1.0131, 4.5040, -5.5530], [0.0685, 0.3176, -3.9901], [0.6135, 0.4420, -5.1688], [0.2365, -0.6826, -3.3075], [-2.9232, 2.0363, -0.3367], [-3.7779, 3.2796, -1.2702], [-2.2958, 3.6941, -0.3933], [-2.1309, 4.2668, -3.4061], [0.3908, 1.3914, -5.6508], [-3.5309, -0.7956, 0.2540], [-2.6359, -0.0860, 2.0469], [-0.5676, 0.4656, 2.1488], [-3.6581, 1.3539, 2.5817], [-5.0420, 1.2227, 2.5792], [-5.8441, 2.3283, 2.7863], [-5.2744, 3.5775, 2.9875], [-3.8970, 3.7122, 2.9806], [-3.0924, 2.6042, 2.7806], [-2.8270, -1.3260, 3.3938], [-2.4092, -1.0267, 4.6850], [-2.4310, -2.0058, 5.6611], [-2.8645, -3.2868, 5.3548], [-3.2734, -3.5882, 4.0673], [-3.2488, -2.6106, 3.0886], [-5.4768, 0.2530, 2.3783], [-6.9221, 2.2259, 2.7708], [-5.9064, 4.4442, 3.1370], [-3.4513, 4.6892, 3.1168], [-2.0156, 2.7046, 2.7596], [-2.0441, -0.0333, 4.9107], [-2.0952, -1.7797, 6.6653], [-2.8688, -4.0547, 6.1186], [-3.6014, -4.5899, 3.8229], [-3.5541, -2.8341, 2.0740], [6.3297, 0.6830, -0.1842], [7.4390, 1.4738, -0.0824], [8.7729, 1.2091, 0.1754], [9.6315, 2.2908, 0.2292], [9.1771, 3.5961, 0.0302], [7.8499, 3.8685, -0.2277], [6.9655, 2.7963, -0.2812], [5.6175, 2.7722, -0.4836], [5.2593, 1.5158, -0.4203], [3.8946, 1.0422, -0.5427], [2.8507, 1.9660, -0.6062], [1.5525, 1.4952, -0.7061], [1.2405, 0.2133, -0.7104], [2.2218, -0.6640, -0.6451], [3.5609, -0.3121, -0.5762], [6.2899, -0.3168, -0.0853], [9.1259, 0.2009, 0.3379], [10.6805, 2.1265, 0.4339], [9.8865, 4.4111, 0.0864], [7.4904, 4.8743, -0.3752], [3.0796, 3.0189, -0.5693], [0.7189, 2.1768, -0.7734], [1.9209, -1.7004, -0.6440], [4.3210, -1.0810, -0.5581]],
  "lowdin_charge": [0.13, 0.82, -0.62, -0.26, -0.65, 0.75, -0.22, -0.07, -0.06, -0.15, 0.12, -0.14, -0.48, -0.20, 0.07, 0.04, 0.10, 0.07, 0.00, -0.35, 0.16, -0.12, -0.07, 0.17, -0.61, -0.01, -0.01, -0.49, 0.10, 0.04, 0.02, 0.08, 0.08, 0.16, 0.06, 0.41, 0.06, 0.22, -0.40, -0.12, -0.10, -0.12, -0.11, -0.14, -0.40, -0.12, -0.11, -0.12, -0.10, -0.12, 0.08, 0.09, 0.09, 0.09, 0.04, 0.09, 0.09, 0.09, 0.10, 0.05, 0.17, -0.20, -0.04, -0.12, -0.12, -0.02, -0.23, 0.18, -0.26, -0.15, 0.01, -0.14, 0.08, -0.12, 0.00, 0.15, 0.10, 0.09, 0.09, 0.11, 0.11, 0.10, 0.11, 0.10],
  "total_charge": -2,
  "energy_ev": -220683.9495,
  "orbital_gap_ha": 0.2096,
  "homo_energy_ev": -2.34,
  "mol_weight_da": 1126.382,
  "lumo_ev": 3.4
}

No. 3
{
  "formula": "C39H30Br3GeN4Rh",
  "method": "ωB97M-V with the def2-TZVPD basis set",
  "species": ["Rh", "Br", "C", "C", "C", "C", "C", "C", "N", "C", "C", "C", "C", "C", "C", "N", "H", "H", "H", "H", "H", "H", "H", "H", "H", "Br", "C", "C", "C", "N", "C", "C", "C", "C", "C", "Br", "C", "C", "N", "H", "H", "H", "H", "H", "H", "C", "Ge", "C", "C", "C", "C", "C", "C", "C", "C", "C", "C", "C", "C", "C", "C", "C", "C", "H", "H", "H", "H", "H", "H", "H", "H", "H", "H", "H", "H", "H", "H", "H"],
  "xyz": [[-1.3226, 0.3836, -0.2799], [0.7266, 4.5251, 5.4296], [0.0077, 3.2089, 4.3226], [0.0868, 3.3472, 2.9468], [-0.4152, 2.3415, 2.1395], [-1.0025, 1.2093, 2.6797], [-1.0995, 1.0942, 4.0612], [-0.5954, 2.0873, 4.8797], [-1.4833, 0.2135, 1.7545], [-2.0853, -0.8445, 2.1312], [-2.5987, -1.7826, 1.1242], [-3.3364, -2.8909, 1.4711], [-3.8357, -3.7114, 0.4623], [-3.5771, -3.3855, -0.8552], [-2.8243, -2.2527, -1.1307], [-2.3490, -1.4705, -0.1637], [0.5420, 4.2295, 2.5164], [-0.3512, 2.4512, 1.0598], [-1.5617, 0.2372, 4.5355], [-0.6672, 1.9919, 5.9545], [-2.2412, -1.0680, 3.1820], [-3.5280, -3.1031, 2.5156], [-4.4261, -4.5852, 0.7064], [-3.9525, -3.9920, -1.6682], [-2.6102, -1.9561, -2.1497], [-1.8971, 1.1786, -6.8858], [-1.6743, 0.9448, -5.0613], [-0.8529, -0.0603, -4.5705], [-0.7319, -0.1922, -3.2061], [-1.3647, 0.6018, -2.3276], [-2.1647, 1.5855, -2.8067], [-2.3348, 1.7728, -4.1648], [-2.8669, 2.4222, -1.7942], [-3.6509, 3.5041, -2.1317], [-4.2985, 4.2106, -1.1221], [-5.3561, 5.6713, -1.5479], [-4.1466, 3.8088, 0.1954], [-3.3344, 2.7258, 0.4554], [-2.6995, 2.0446, -0.5079], [-0.3188, -0.7261, -5.2347], [-0.1018, -0.9653, -2.7895], [-2.9818, 2.5517, -4.5408], [-3.7732, 3.8157, -3.1584], [-4.6441, 4.3282, 1.0025], [-3.1837, 2.3893, 1.4715], [1.8160, 1.5027, -1.4379], [1.1753, 0.0910, -0.2635], [1.9928, 0.1955, 1.4794], [2.7790, 1.2981, 1.8200], [3.3809, 1.3649, 3.0712], [3.1835, 0.3434, 3.9915], [2.3992, -0.7573, 3.6603], [1.8029, -0.8304, 2.4095], [1.7668, -1.7193, -0.9115], [0.8134, -2.7330, -1.1330], [1.1559, -3.9646, -1.6603], [2.4955, -4.2476, -1.9591], [3.4829, -3.2973, -1.7090], [4.8396, -3.6014, -1.9654], [5.8568, -2.6938, -1.6459], [5.5267, -1.4783, -1.0888], [4.1812, -1.1480, -0.8413], [3.1311, -2.0287, -1.1616], [2.9053, 1.4548, -1.4698], [1.5174, 2.4826, -1.0646], [1.4300, 1.3821, -2.4495], [2.9369, 2.1080, 1.1142], [4.0002, 2.2154, 3.3278], [3.6483, 0.4011, 4.9678], [2.2597, -1.5581, 4.3760], [1.2103, -1.7050, 2.1500], [-0.2230, -2.5439, -0.8835], [0.3951, -4.7123, -1.8467], [2.7749, -5.2190, -2.3506], [5.0860, -4.5518, -2.4259], [6.8920, -2.9510, -1.8283], [6.3066, -0.7736, -0.8298], [3.9576, -0.2148, -0.3420]],
  "mulliken_spin": [-0.06, 0.00, 0.00, -0.01, -0.02, 0.02, 0.00, 0.00, 0.01, 0.03, -0.01, 0.00, 0.01, 0.00, 0.00, -0.08, 0.00, 0.01, 0.00, 0.00, 0.00, 0.00, 0.00, 0.00, 0.00, 0.00, 0.00, 0.01, 0.03, 0.00, -0.01, 0.00, 0.01, 0.00, 0.00, 0.00, 0.00, -0.01, 0.03, 0.00, -0.03, 0.00, 0.00, 0.00, 0.00, 0.02, 0.06, 0.02, 0.01, 0.00, 0.01, 0.00, 0.02, 0.16, -0.07, 0.11, 0.14, -0.02, 0.24, 0.07, 0.01, 0.13, 0.09, 0.00, 0.00, 0.00, 0.00, 0.00, 0.00, 0.00, -0.01, -0.02, 0.01, 0.00, 0.00, 0.01, 0.00, 0.11],
  "total_charge": 3,
  "energy_ev": -316517.5704,
  "orbital_gap_ha": [0.2232, 0.1629],
  "multiplicity": 2,
  "homo_energy_ev": [-15.52, -15.53],
  "mol_weight_da": 969.925,
  "lumo_ev": [-9.4, -11.1]
}